(1)
The following is a DFT calculation (ωB97M-V with the def2-TZVPD basis set) of a structure of composition C38H60N3O8Rb.

```
110
Properties=species:S:1:pos:R:3
Rb -1.5378 0.6114 -1.3806
C -0.1749 -2.8893 -2.2220
C -1.6720 -3.0863 -2.3214
O -2.2895 -1.9276 -1.8154
C -3.5402 -1.6062 -2.4025
C -3.4828 -1.1876 -3.8657
O -2.4880 -0.1949 -4.1052
C -3.0021 1.0011 -4.6728
C -1.8505 1.8397 -5.1859
O -1.3258 2.6877 -4.1814
C -0.1512 3.3237 -4.6130
C 0.3535 4.2516 -3.5160
O 0.5169 3.6257 -2.2714
C 1.7688 3.0794 -1.9321
C 2.2369 1.9219 -2.8049
O 1.1327 1.1136 -3.1241
C 1.4576 -0.0539 -3.8534
C 1.4286 -1.3068 -2.9906
O 0.1490 -1.8824 -3.1579
H 0.3517 -3.8245 -2.4616
H 0.0852 -2.5783 -1.2010
H -1.9830 -3.9720 -1.7515
H -1.9219 -3.2386 -3.3755
H -3.9353 -0.7688 -1.8236
H -4.2345 -2.4526 -2.3128
H -4.4773 -0.8102 -4.1139
H -3.2611 -2.0459 -4.5141
H -3.5860 1.5612 -3.9384
H -3.6579 0.7655 -5.5182
H -2.1961 2.4561 -6.0301
H -1.0617 1.1652 -5.5492
H -0.3470 3.9256 -5.5171
H 0.6067 2.5749 -4.8700
H -0.4032 5.0243 -3.3562
H 1.2855 4.7300 -3.8514
H 1.6295 2.7236 -0.9102
H 2.5479 3.8558 -1.9505
H 2.9951 1.3633 -2.2471
H 2.6970 2.3005 -3.7333
H 0.6812 -0.1879 -4.6124
H 2.4281 0.0648 -4.3489
H 1.5997 -1.0442 -1.9392
H 2.1975 -2.0177 -3.3138
C 0.8919 -2.3655 4.8733
C 1.8302 -1.4720 4.0625
C 2.6068 -0.5346 5.0010
C 2.8207 -2.2493 3.2080
C 3.6512 -3.1558 3.8392
C 4.7770 -3.6839 3.2216
C 5.0980 -3.1779 1.9678
C 4.2964 -2.2813 1.2794
C 4.8291 -1.9149 -0.1029
C 4.5140 -0.4947 -0.5755
C 4.3214 -2.9670 -1.0985
C 3.0176 -1.8750 1.8222
N 2.0961 -1.1981 1.1249
C 0.7680 -1.4339 1.4450
C -0.3563 -0.6719 1.4947
N -0.6128 0.6929 1.4297
C -1.7009 1.1339 2.0845
C -2.3800 0.4254 3.1604
C -3.6913 0.7274 3.4866
C -4.3736 1.7945 2.9178
C -3.6207 2.6657 2.1394
C -2.3113 2.4083 1.7681
C -1.5999 3.5776 1.0902
C -0.0999 3.6539 1.3951
C -1.8488 3.5909 -0.4210
C -1.6214 -0.4836 4.1222
C -2.3015 -1.8335 4.3580
C -1.4168 0.2482 5.4576
H 0.1567 -1.7608 5.4091
H 1.4485 -2.9508 5.6102
H 0.3577 -3.0542 4.2165
H 1.2300 -0.8415 3.4098
H 3.2195 -1.1038 5.7055
H 1.9204 0.1032 5.5676
H 3.2700 0.1050 4.4158
H 3.4408 -3.4419 4.8669
H 5.4060 -4.4158 3.7154
H 6.0232 -3.5013 1.4935
H 5.9212 -2.0156 -0.0625
H 3.4529 -0.3022 -0.4103
H 4.7891 -0.3749 -1.6304
H 5.0807 0.2351 0.0099
H 4.6170 -3.9624 -0.7609
H 3.2328 -2.9356 -1.1370
H 4.7341 -2.8040 -2.1007
H 0.5488 -2.4992 1.6358
H -1.2589 -1.2824 1.6420
H -4.1936 0.1389 4.2498
H -5.4149 1.9900 3.1426
H -4.0670 3.6085 1.8306
H -2.0583 4.4874 1.4954
H 0.3521 2.6758 1.2345
H 0.0564 3.9364 2.4396
H 0.3840 4.4027 0.7585
H -1.2449 2.8212 -0.8883
H -1.5743 4.5573 -0.8503
H -2.9031 3.4011 -0.6390
H -0.6338 -0.6767 3.7127
H -3.2793 -1.7108 4.8298
H -1.6899 -2.4605 5.0128
H -2.4404 -2.3588 3.4114
H -2.3726 0.4824 5.9342
H -0.8787 1.1835 5.2912
H -0.8281 -0.3657 6.1474
O -6.3634 0.3606 -4.0653
N -6.3284 1.1423 -3.0949
O -5.2645 1.1708 -2.4438
```

charge: -2
HOMO energy: -0.05 eV
relative energy (zero: lowest compared OMol25 entry of this formula, charge and spin): 1.6203 eV
E_tot: -61880.50437 eV
LUMO energy: 3.28 eV

=====

(2)
The following is a DFT calculation (ωB97M-V with the def2-TZVPD basis set) of a structure of composition C11H19I2NO2PS7SbTi at a distorted geometry.

```
45
Properties=species:S:1:pos:R:3
Ti -0.1013 1.1321 1.3657
S 2.3702 -0.5514 5.0628
Sb 1.9092 -0.9117 2.8657
S -0.5081 -0.7207 2.6329
S 2.1608 1.1383 1.6205
S 2.7789 -2.6562 1.7517
S -1.9134 2.5316 2.3199
C -0.5533 3.0953 3.2449
N -0.1147 2.3069 4.2669
C 0.9669 2.5760 5.0175
C 1.6654 3.7348 4.8039
C 1.2315 4.6053 3.8038
C 0.1337 4.2891 3.0339
H -0.5596 1.3958 4.3597
H 1.2466 1.8142 5.7283
H 2.5488 3.9366 5.3911
H 1.7580 5.5270 3.5818
H -0.1698 4.9432 2.2274
C -1.7437 0.0233 -3.8341
C -2.7487 -1.0430 -3.4405
C -2.6060 -2.3086 -4.2709
O -2.7582 -1.3955 -2.0413
P -1.5549 -1.6431 -1.0127
S -2.1538 -2.7732 0.4161
S -0.7842 0.2825 -0.7086
O -0.4644 -2.2843 -2.0030
C 0.8967 -2.5259 -1.5520
C 1.0249 -3.9639 -1.0993
C 1.7980 -2.1909 -2.7210
H -1.8979 0.2633 -4.8892
H -0.7206 -0.3278 -3.7048
H -1.8684 0.9308 -3.2473
H -3.7532 -0.6380 -3.5879
H -1.6149 -2.7390 -4.1348
H -2.7513 -2.0749 -5.3283
H -3.3502 -3.0454 -3.9671
H 1.1183 -1.8475 -0.7236
H 0.7929 -4.6364 -1.9303
H 0.3498 -4.1665 -0.2706
H 2.0435 -4.1467 -0.7564
H 1.5606 -2.8292 -3.5764
H 2.8395 -2.3527 -2.4398
H 1.6764 -1.1469 -3.0115
I 0.4081 3.3344 -0.2423
I 1.4117 7.0589 0.9993
```

charge: -2
HOMO energy: -2.04 eV
relative energy (zero: lowest compared OMol25 entry of this formula, charge and spin): 1.3040 eV
E_tot: -148301.51055 eV
LUMO energy: 3.62 eV

=====

(3)
The following is a DFT calculation (ωB97M-V with the def2-TZVPD basis set) of the molecule C18H19N3O4S.

```
45
Properties=species:S:1:pos:R:3
C 2.5846 0.4514 3.7177
O 1.1984 0.5835 3.4766
C 0.8057 1.0995 2.2839
C -0.5722 1.1358 2.0540
C -1.0716 1.5487 0.8384
C -0.2049 1.9519 -0.1753
C -0.6213 2.2858 -1.5629
O 0.0756 2.9561 -2.3049
N -1.8124 1.7621 -1.9621
C -2.1130 1.6580 -3.3709
C -1.9216 0.2235 -3.8807
C -0.6326 -0.4012 -3.3364
N -0.8856 -0.8587 -1.9946
C 0.0191 -1.1125 -1.1507
N 1.3905 -1.0025 -1.2620
S 2.2365 -1.7258 0.0102
O 2.7545 -2.9862 -0.4289
O 3.1747 -0.8058 0.5755
C 0.7638 -1.9210 0.9787
C 0.6325 -2.3622 2.2750
C -0.6491 -2.4699 2.7977
C -1.7555 -2.1581 2.0191
C -1.6086 -1.7182 0.7142
C -0.3280 -1.5892 0.1941
C 1.1597 1.9923 0.0921
C 1.6708 1.5758 1.3035
H 3.0611 1.4302 3.8286
H 3.0765 -0.1055 2.9149
H 2.6672 -0.0952 4.6560
H -1.2309 0.8131 2.8450
H -2.1414 1.5727 0.6918
H -2.2274 1.0496 -1.3813
H -3.1402 1.9880 -3.5536
H -1.4264 2.3390 -3.8805
H -2.7553 -0.4009 -3.5557
H -1.9006 0.2351 -4.9705
H -0.3594 -1.2659 -3.9532
H 0.1881 0.3258 -3.3878
H 1.8261 -0.7930 -2.1425
H 1.5032 -2.6134 2.8590
H -0.7841 -2.8036 3.8148
H -2.7450 -2.2588 2.4393
H -2.4585 -1.4770 0.0970
H 1.8220 2.3478 -0.6826
H 2.7352 1.5992 1.4601
```

charge: 0
HOMO energy: -8.58 eV
relative energy (zero: lowest compared OMol25 entry of this formula, charge and spin): 2.5040 eV
E_tot: -42469.85501 eV
LUMO energy: 0.08 eV

=====

(4)
The following is a DFT calculation (ωB97M-V with the def2-TZVPD basis set) of the molecule C7H10.

```
17
Properties=species:S:1:pos:R:3
C -1.9946 -0.2972 -0.0614
C -1.4616 0.9488 -0.7177
C -0.5287 -0.0094 -0.0420
C 0.5493 -0.8783 -0.6959
C 1.5096 -0.6472 0.4707
C 1.5409 0.8410 0.7148
C 0.1960 0.4117 1.2482
H -2.3569 -1.0959 -0.7047
H -2.5268 -0.1853 0.8799
H -1.4478 0.9928 -1.8041
H -1.6482 1.9034 -0.2314
H 0.2358 -1.9220 -0.7969
H 0.9441 -0.5308 -1.6584
H 2.3871 -1.2522 0.7035
H 1.5517 1.4423 -0.1948
H 2.2599 1.1812 1.4600
H 0.7901 -0.9028 1.4301
```

charge: 0
HOMO energy: -8.05 eV
relative energy (zero: lowest compared OMol25 entry of this formula, charge and spin): 4.9493 eV
E_tot: -7416.08547 eV
LUMO energy: 1.02 eV

=====

(5)
The following is a DFT calculation (ωB97M-V with the def2-TZVPD basis set) of a cluster of 2 separate species, C4H8N2O in total.

```
15
Properties=species:S:1:pos:R:3
H -0.1565 1.3105 -3.0658
N -0.4960 1.3256 -2.1056
C -0.6383 0.1567 -1.6586
O -0.4500 -1.1109 -1.9568
C -0.9125 -0.5398 -0.4354
N -0.0576 -0.4336 0.5954
C 0.5684 -1.1407 1.6608
C 1.3381 -0.2246 0.7424
H -1.8891 -0.9561 -0.2205
H 0.2964 -0.7742 2.6480
H 0.7374 -2.2132 1.5897
H 1.6493 0.7668 1.0648
H 1.9902 -0.7125 0.0206
H -0.8951 2.2751 0.1995
H -1.0847 2.2710 0.9214
```

charge: 0
HOMO energy: -9.53 eV
relative energy (zero: lowest compared OMol25 entry of this formula, charge and spin): 5.0056 eV
E_tot: -9301.38755 eV
LUMO energy: 0.85 eV

=====

(6)
The following is a DFT calculation (ωB97M-V with the def2-TZVPD basis set) of the ion C7H17N2O with charge +1 at a distorted geometry.

```
27
Properties=species:S:1:pos:R:3
C -2.8607 -1.0712 0.1979
N -1.6621 -0.5575 0.9314
C -0.8470 0.3403 0.4486
N -1.3060 1.1291 -0.5214
C -0.8137 2.4355 -1.0729
C 0.5312 0.2409 0.9515
O 1.1110 1.5090 1.3061
C 1.3500 -0.2842 -0.2206
C 0.9462 -1.7386 -0.6245
C 2.8086 -0.3316 0.0389
H -3.3131 -1.7555 0.8716
H -3.7267 -0.4387 0.1182
H -2.6195 -1.4201 -0.8877
H -1.2613 -1.1513 1.6260
H -2.2586 1.1192 -0.8112
H 0.0994 2.6520 -0.4409
H -0.6117 2.1237 -2.0415
H -1.4964 3.2655 -1.1733
H 0.6767 -0.2730 1.8962
H 1.8110 1.4705 2.0226
H 1.2836 0.2084 -1.1761
H 0.9882 -2.2836 0.2341
H -0.1080 -1.9554 -0.8782
H 1.5481 -2.2023 -1.2998
H 3.1277 -0.8416 0.9811
H 3.3288 0.5344 0.2730
H 3.2742 -0.7241 -0.7489
```

charge: +1
HOMO energy: -14.45 eV
relative energy (zero: lowest compared OMol25 entry of this formula, charge and spin): 2.6563 eV
E_tot: -12554.19620 eV
LUMO energy: -3.05 eV

=====

(7)
The following is a DFT calculation (ωB97M-V with the def2-TZVPD basis set) of a structure of composition C17H33N8O5ReS at a distorted geometry.

```
65
Properties=species:S:1:pos:R:3
Re -0.0744 -0.4227 -0.3129
C 0.6794 2.3059 4.2720
N -0.2181 1.9703 3.1491
C -1.6569 2.1683 3.3791
C 0.2397 1.4632 2.0400
O -0.5305 1.0998 1.0891
C 1.7393 1.2906 1.9081
O 2.0849 0.7346 0.6434
C 2.8095 1.5552 -0.2409
C 1.9553 1.7544 -1.4603
O 0.9725 0.9657 -1.6371
N 2.2639 2.6824 -2.3260
C 3.4401 3.5565 -2.1581
C 1.4177 2.9562 -3.4944
H 0.0734 2.6830 5.0888
H 1.3947 3.0795 3.9966
H 1.2083 1.4187 4.6186
H -1.8407 3.2174 3.6026
H -1.9668 1.5730 4.2368
H -2.2207 1.8834 2.4999
H 2.0752 0.6074 2.6878
H 2.2299 2.2520 2.0585
H 3.7158 1.0234 -0.5445
H 3.1009 2.5031 0.2083
H 4.2831 3.0150 -1.7376
H 3.1987 4.4118 -1.5272
H 3.7338 3.9231 -3.1372
H 0.4332 2.5264 -3.3469
H 1.8707 2.5446 -4.3961
H 1.3250 4.0339 -3.6112
N -1.6764 -1.5461 0.6833
C -1.2791 -2.0350 2.0377
C 0.0877 -1.4992 2.3502
O 0.5188 -1.3133 3.4393
O 0.7588 -1.2454 1.2008
H -2.4625 -0.9082 0.7779
H -1.9799 -2.3238 0.1025
H -1.2197 -3.1219 2.0478
H -1.9740 -1.7111 2.8071
C 2.8391 -6.0414 -0.5156
C 1.3731 -5.5959 -0.4946
C 1.1772 -4.2463 -1.1063
N 0.5159 -3.2813 -0.5899
N 0.5591 -2.1118 -1.3531
C 1.2647 -2.2567 -2.4725
N 1.4139 -1.3016 -3.3968
S 1.9330 -3.8229 -2.6345
H 2.9368 -7.0015 -0.0136
H 3.4791 -5.3225 -0.0034
H 3.2059 -6.1686 -1.5361
H 0.9935 -5.5464 0.5250
H 0.7673 -6.3226 -1.0407
H 1.1632 -0.3508 -3.1700
H 1.9641 -1.4804 -4.2202
C -3.4975 -0.8779 -4.3658
N -3.0761 0.2560 -3.4976
C -3.6643 1.5964 -3.7687
C -2.2124 0.0899 -2.5797
N -1.4229 -0.0634 -1.7271
H -3.1524 -0.7016 -5.3821
H -4.5838 -0.9237 -4.3572
H -3.0885 -1.8118 -3.9912
H -3.2655 1.9770 -4.7065
H -3.4352 2.2800 -2.9559
H -4.7423 1.4852 -3.8566
```

charge: +3
HOMO energy (alpha / beta): -17.05 / -16.96 eV
relative energy (zero: lowest compared OMol25 entry of this formula, charge and spin): 0.7883 eV
E_tot: -53264.12357 eV
LUMO energy (alpha / beta): -10.32 / -10.13 eV
2S+1: 2

=====

(8)
The following is a DFT calculation (ωB97M-V with the def2-TZVPD basis set) of a cluster of 4 separate species, CH9NO4 in total at a distorted geometry.

```
15
Properties=species:S:1:pos:R:3
C -0.9008 0.6804 -0.8733
N -0.6714 0.8215 0.5384
O 0.3547 0.8740 -1.6301
H -1.1280 -0.4012 -0.9080
H -1.6376 1.4144 -1.3097
H -1.0466 0.0512 1.1146
H 1.1848 1.1261 -1.0059
H 1.3385 -1.7670 0.6625
O 0.7338 -1.4732 -0.0274
H 0.3591 0.9259 0.5952
H 2.8357 1.9853 -0.3639
O 2.0272 1.5786 -0.0463
H -0.1589 -1.7876 0.3580
H -1.9668 -2.3565 1.5403
O -1.3237 -1.6720 1.3558
```

charge: 0
HOMO energy: -9.68 eV
relative energy (zero: lowest compared OMol25 entry of this formula, charge and spin): 9.4398 eV
E_tot: -10854.74807 eV
LUMO energy: -5.31 eV

=====

Please write out number 6 again, unchanged.
The following is a DFT calculation (ωB97M-V with the def2-TZVPD basis set) of the ion C7H17N2O with charge +1 at a distorted geometry.

```
27
Properties=species:S:1:pos:R:3
C -2.8607 -1.0712 0.1979
N -1.6621 -0.5575 0.9314
C -0.8470 0.3403 0.4486
N -1.3060 1.1291 -0.5214
C -0.8137 2.4355 -1.0729
C 0.5312 0.2409 0.9515
O 1.1110 1.5090 1.3061
C 1.3500 -0.2842 -0.2206
C 0.9462 -1.7386 -0.6245
C 2.8086 -0.3316 0.0389
H -3.3131 -1.7555 0.8716
H -3.7267 -0.4387 0.1182
H -2.6195 -1.4201 -0.8877
H -1.2613 -1.1513 1.6260
H -2.2586 1.1192 -0.8112
H 0.0994 2.6520 -0.4409
H -0.6117 2.1237 -2.0415
H -1.4964 3.2655 -1.1733
H 0.6767 -0.2730 1.8962
H 1.8110 1.4705 2.0226
H 1.2836 0.2084 -1.1761
H 0.9882 -2.2836 0.2341
H -0.1080 -1.9554 -0.8782
H 1.5481 -2.2023 -1.2998
H 3.1277 -0.8416 0.9811
H 3.3288 0.5344 0.2730
H 3.2742 -0.7241 -0.7489
```

charge: +1
HOMO energy: -14.45 eV
relative energy (zero: lowest compared OMol25 entry of this formula, charge and spin): 2.6563 eV
E_tot: -12554.19620 eV
LUMO energy: -3.05 eV

=====

Question: Look up the charge of the seventh one.
Answer: +3

=====

Question: Number 4 is which compound?
Answer: C7H10

=====

Copy entry 4 word for word.
The following is a DFT calculation (ωB97M-V with the def2-TZVPD basis set) of the molecule C7H10.

```
17
Properties=species:S:1:pos:R:3
C -1.9946 -0.2972 -0.0614
C -1.4616 0.9488 -0.7177
C -0.5287 -0.0094 -0.0420
C 0.5493 -0.8783 -0.6959
C 1.5096 -0.6472 0.4707
C 1.5409 0.8410 0.7148
C 0.1960 0.4117 1.2482
H -2.3569 -1.0959 -0.7047
H -2.5268 -0.1853 0.8799
H -1.4478 0.9928 -1.8041
H -1.6482 1.9034 -0.2314
H 0.2358 -1.9220 -0.7969
H 0.9441 -0.5308 -1.6584
H 2.3871 -1.2522 0.7035
H 1.5517 1.4423 -0.1948
H 2.2599 1.1812 1.4600
H 0.7901 -0.9028 1.4301
```

charge: 0
HOMO energy: -8.05 eV
relative energy (zero: lowest compared OMol25 entry of this formula, charge and spin): 4.9493 eV
E_tot: -7416.08547 eV
LUMO energy: 1.02 eV